[1]
The following is a quantum chemistry calculation of a structure of composition C8I4O3 in a non-equilibrium geometry, from the OMol25 dataset.

```
! wB97M-V def2-TZVPD RIJCOSX def2/J DEFGRID3
* xyz 0 1
O 3.22 -0.38 0.71
O -0.45 -1.26 3.03
I -0.56 1.68 -3.80
I -3.69 0.39 -2.03
I 2.72 1.28 -2.25
I -3.30 -0.56 1.58
O 1.60 -0.76 2.25
C 2.05 -0.38 1.03
C 0.27 -0.82 2.17
C -0.42 0.63 -1.74
C -1.61 0.28 -1.04
C 0.87 0.49 -1.17
C -1.48 -0.19 0.30
C 0.95 -0.05 0.12
C -0.18 -0.36 0.84
*
```

- Strongest force on any atom: 5.11 eV/A
- Kohn-Sham gap: 0.267 Ha
- Relative energy (zero: lowest compared OMol25 entry of this formula, charge and spin): 0.000 eV
- Electronic energy: -46839.14838 eV
- Highest occupied orbital energy: -9.24 eV

=====

[2]
The following is a quantum chemistry calculation of a structure of composition C90H197N9O17 in a non-equilibrium geometry, from the OMol25 dataset.

```
! wB97M-V def2-TZVPD RIJCOSX def2/J DEFGRID3
* xyz 4 1
C -2.05 0.50 1.15
C -3.25 -0.28 0.51
C -4.48 -0.14 1.41
C -5.63 -0.92 0.80
N -6.93 -0.47 1.52
C -7.11 -1.20 2.89
C -8.63 -1.16 3.24
C -9.38 -1.16 1.83
C -8.24 -1.05 0.82
C -7.07 1.12 1.64
C -7.05 1.75 0.22
C -7.29 3.24 0.35
H -1.26 0.56 0.40
H -1.60 -0.02 1.99
H -2.20 1.52 1.48
H -2.89 -1.30 0.35
H -3.60 0.10 -0.46
H -4.58 0.95 1.45
H -4.26 -0.46 2.43
H -5.44 -1.98 0.96
H -5.74 -0.83 -0.28
H -6.52 -0.76 3.69
H -6.69 -2.19 2.72
H -8.81 -0.24 3.79
H -8.90 -1.96 3.92
H -9.99 -0.27 1.68
H -10.01 -2.03 1.63
H -8.56 -0.39 0.02
H -8.02 -2.05 0.45
H -6.38 1.51 2.38
H -8.04 1.34 2.10
H -7.72 1.28 -0.50
H -6.06 1.62 -0.22
H -6.43 3.72 0.83
H -8.21 3.54 0.86
H -7.37 3.74 -0.61
C 5.58 -5.45 3.30
C 5.46 -5.80 1.81
C 4.88 -4.63 0.93
C 3.50 -4.19 1.37
N 2.89 -3.12 0.42
C 1.48 -2.54 0.85
C 0.76 -2.12 -0.51
C 1.52 -2.77 -1.69
C 2.48 -3.75 -0.96
C 3.89 -1.91 0.21
C 4.50 -1.22 1.45
C 5.69 -0.27 1.08
H 6.22 -4.60 3.53
H 5.88 -6.31 3.90
H 4.59 -5.30 3.72
H 4.81 -6.68 1.79
H 6.44 -6.10 1.43
H 4.93 -5.17 -0.02
H 5.59 -3.83 1.10
H 3.54 -3.64 2.32
H 2.70 -4.93 1.38
H 1.73 -1.83 1.63
H 1.05 -3.43 1.29
H 0.80 -1.03 -0.56
H -0.27 -2.50 -0.51
H 2.00 -2.03 -2.33
H 0.95 -3.44 -2.33
H 3.39 -3.96 -1.53
H 2.03 -4.73 -0.80
H 3.28 -1.19 -0.33
H 4.62 -2.36 -0.46
H 4.84 -1.96 2.18
H 3.74 -0.58 1.88
H 6.22 -0.01 2.00
H 5.39 0.66 0.61
H 6.48 -0.78 0.52
C 8.69 2.02 0.08
C 7.79 3.29 0.07
C 6.67 3.16 -1.02
C 7.22 2.78 -2.46
N 6.18 2.75 -3.59
C 5.49 4.09 -3.84
C 4.20 4.01 -3.13
C 3.79 2.53 -3.40
C 5.06 1.73 -3.31
C 6.81 2.26 -4.96
C 7.83 3.21 -5.61
C 8.19 2.70 -7.09
H 9.51 2.11 0.79
H 9.02 1.69 -0.90
H 8.14 1.19 0.52
H 8.30 4.24 -0.08
H 7.23 3.51 0.97
H 6.25 4.16 -1.15
H 5.89 2.52 -0.62
H 7.68 1.80 -2.46
H 7.94 3.47 -2.90
H 5.28 4.09 -4.91
H 6.13 4.94 -3.60
H 3.58 4.78 -3.58
H 4.32 4.21 -2.07
H 3.12 2.38 -4.25
H 3.17 2.38 -2.51
H 5.00 0.84 -3.94
H 5.30 1.17 -2.40
H 5.92 2.09 -5.57
H 7.26 1.31 -4.68
H 8.75 3.07 -5.04
H 7.64 4.28 -5.59
H 8.91 1.90 -6.95
H 8.56 3.52 -7.72
H 7.26 2.29 -7.47
C 3.12 -1.55 8.41
C 3.50 -0.75 7.09
C 2.83 0.63 6.91
C 1.30 0.52 7.06
N 0.43 1.77 6.68
C -1.08 1.60 7.10
C -1.86 2.29 6.01
C -1.02 1.95 4.74
C 0.42 1.84 5.12
C 0.93 3.05 7.46
C 1.12 2.88 8.97
C 1.33 4.22 9.67
H 3.40 -1.04 9.34
H 3.63 -2.51 8.40
H 2.07 -1.83 8.43
H 3.18 -1.42 6.30
H 4.57 -0.67 6.86
H 3.03 1.01 5.90
H 3.33 1.37 7.53
H 1.03 0.34 8.10
H 0.85 -0.32 6.53
H -1.36 2.01 8.07
H -1.15 0.52 6.99
H -2.05 3.35 6.17
H -2.87 1.87 5.92
H -1.16 2.73 3.99
H -1.34 1.01 4.29
H 0.99 2.72 4.86
H 0.74 0.90 4.66
H 0.23 3.85 7.19
H 1.86 3.31 6.96
H 2.01 2.28 9.13
H 0.37 2.22 9.40
H 2.19 4.81 9.35
H 1.41 3.99 10.74
H 0.46 4.87 9.59
C 0.26 -10.14 3.41
C -0.28 -8.86 4.13
C -1.21 -7.99 3.33
C -1.83 -6.79 4.09
N -2.75 -5.94 3.17
C -1.90 -5.10 2.19
C -2.79 -3.95 1.78
C -3.25 -3.51 3.09
C -3.32 -4.72 3.96
C -3.89 -6.75 2.46
C -4.92 -7.51 3.44
C -5.88 -8.41 2.74
H -0.23 -11.05 3.76
H 1.34 -10.15 3.57
H 0.11 -10.07 2.34
H 0.57 -8.23 4.40
H -0.81 -9.13 5.05
H -2.06 -8.65 3.15
H -0.75 -7.78 2.37
H -1.08 -6.07 4.43
H -2.45 -7.21 4.88
H -1.67 -5.78 1.37
H -1.00 -4.63 2.58
H -3.61 -4.14 1.09
H -2.21 -3.13 1.35
H -4.24 -3.08 2.96
H -2.60 -2.80 3.61
H -4.33 -4.96 4.29
H -2.76 -4.50 4.87
H -3.44 -7.37 1.68
H -4.40 -5.99 1.86
H -5.57 -6.87 4.04
H -4.42 -8.07 4.23
H -6.69 -8.65 3.44
H -5.42 -9.24 2.22
H -6.40 -7.98 1.88
C 1.22 2.46 -0.80
C 0.51 2.98 0.47
C 1.13 4.30 1.03
C 0.73 5.47 0.10
N 1.25 6.83 0.74
C 0.46 7.23 1.99
C -0.05 8.63 1.77
C 0.67 9.15 0.59
C 0.93 7.97 -0.26
C 2.80 6.94 1.03
C 3.70 6.51 -0.13
C 5.17 6.34 0.37
H 0.70 1.63 -1.28
H 2.25 2.19 -0.56
H 1.18 3.27 -1.52
H 0.55 2.24 1.26
H -0.52 3.15 0.15
H 2.22 4.34 1.04
H 0.83 4.46 2.06
H -0.33 5.57 -0.12
H 1.30 5.56 -0.82
H 1.10 7.03 2.85
H -0.37 6.58 2.26
H 0.30 9.14 2.66
H -1.14 8.71 1.86
H 1.52 9.81 0.76
H 0.02 9.86 0.09
H 1.74 8.14 -0.96
H 0.01 7.75 -0.81
H 2.84 6.24 1.86
H 2.87 8.01 1.23
H 3.61 7.20 -0.96
H 3.46 5.54 -0.59
H 5.81 6.29 -0.51
H 5.35 5.38 0.87
H 5.42 7.17 1.04
C -8.63 1.36 -4.88
C -7.84 2.61 -4.62
C -6.45 2.27 -4.00
C -5.43 3.44 -3.69
N -3.91 2.92 -3.56
C -3.74 1.99 -2.31
C -3.23 2.89 -1.19
C -2.24 3.83 -1.88
C -2.99 4.24 -3.16
C -3.36 2.26 -4.87
C -3.74 3.08 -6.14
C -2.99 2.51 -7.34
H -8.05 0.66 -5.49
H -9.49 1.73 -5.44
H -8.91 0.83 -3.96
H -8.29 3.30 -3.90
H -7.74 2.97 -5.64
H -5.94 1.43 -4.49
H -6.65 1.85 -3.02
H -5.75 3.92 -2.77
H -5.34 4.14 -4.53
H -3.04 1.18 -2.51
H -4.75 1.59 -2.18
H -2.63 2.28 -0.52
H -3.99 3.47 -0.66
H -1.31 3.31 -2.13
H -2.02 4.77 -1.38
H -2.30 4.36 -3.99
H -3.66 5.06 -2.92
H -3.86 1.29 -4.82
H -2.30 2.13 -4.65
H -3.61 4.16 -6.12
H -4.79 3.02 -6.43
H -1.92 2.60 -7.16
H -3.19 3.09 -8.24
H -3.32 1.49 -7.52
C -3.36 -3.70 -5.34
C -2.62 -2.39 -5.33
C -3.25 -1.31 -6.23
O -4.72 -1.27 -6.01
C -5.58 -0.69 -6.95
N -2.67 -1.85 -3.90
H -1.98 -1.11 -3.83
H -3.59 -1.47 -3.77
H -2.53 -2.55 -3.19
H -4.38 -3.55 -4.98
H -2.89 -4.56 -4.86
H -3.49 -3.95 -6.39
H -1.58 -2.67 -5.49
H -3.10 -1.73 -7.22
H -2.73 -0.36 -6.13
H -6.63 -0.57 -6.66
H -5.57 -1.36 -7.81
H -5.25 0.25 -7.40
C 4.03 -2.83 -6.87
C 2.76 -2.29 -6.15
C 1.90 -3.27 -5.30
O 1.32 -4.22 -6.25
C 0.37 -5.04 -5.61
N 3.15 -1.05 -5.42
H 3.74 -0.44 -5.97
H 2.33 -0.60 -5.04
H 3.76 -1.26 -4.64
H 4.58 -2.06 -7.42
H 3.88 -3.69 -7.53
H 4.78 -3.27 -6.21
H 2.09 -1.92 -6.92
H 1.19 -2.68 -4.73
H 2.56 -3.78 -4.59
H -0.18 -5.77 -6.22
H -0.43 -4.48 -5.12
H 0.92 -5.73 -4.96
O 1.37 0.63 -3.73
C 0.13 0.21 -3.98
O -0.77 0.63 -3.30
O -0.01 -0.60 -4.90
H 1.02 1.26 -3.11
O 5.00 2.78 4.29
C 4.12 3.79 4.22
O 3.77 4.28 3.11
O 3.48 4.03 5.20
H 5.14 2.79 3.35
O 6.52 -2.57 -1.86
C 6.00 -1.84 -2.82
O 6.74 -1.02 -3.38
O 4.77 -1.85 -3.03
H 7.41 -2.32 -2.11
O 1.71 -3.46 3.99
C 0.61 -2.90 4.37
O 0.35 -1.75 4.07
O -0.06 -3.66 5.09
H 1.30 -4.06 4.62
O -2.93 -6.13 -1.20
C -2.79 -5.02 -1.96
O -1.69 -4.93 -2.56
O -3.59 -4.08 -1.92
H -2.07 -6.29 -1.59
*
```

- Strongest force on any atom: 5.17 eV/A
- Kohn-Sham gap: 0.229 Ha
- Electronic energy: -144706.52047 eV
- Highest occupied orbital energy: -13.15 eV